[1]
C20H19F6N2O7P3ScTe as an isolated structure. Source: the Open Molecules 2025 dataset; level of theory: ωB97M-V with the def2-TZVPD basis set.

Each line ends with the Mulliken spin population.
Geometry (Å):
Sc -0.44366 0.41302 0.01617  -0.008
O 1.55064 0.13603 3.87374  0.000
P 0.80170 0.96716 2.73918  0.000
O 0.06802 2.13392 3.24705  0.000
O 0.04680 -0.07734 1.90466  0.000
O 1.99965 1.48068 1.77492  0.001
P 2.62460 1.02415 0.35225  0.000
O 3.69088 -0.09690 0.74141  -0.001
O 3.20940 2.18911 -0.31779  0.001
O 1.50914 0.23938 -0.36150  0.005
H 1.60644 0.65906 4.68065  0.000
H 4.57486 0.28456 0.78535  0.000
C 0.10934 -2.43278 -5.03931  0.143
C 0.10349 -2.67095 -3.66919  -0.054
C -0.06379 -1.62260 -2.79168  0.053
C -0.20932 -0.31451 -3.29034  0.108
C -0.19566 -0.07728 -4.68380  0.086
C -0.04392 -1.13644 -5.54240  -0.035
N -0.33718 0.69078 -2.36287  0.181
N -0.25418 1.88470 -2.83676  -0.170
C -0.27265 2.87757 -1.90546  0.283
C -0.10923 4.19515 -2.42427  -0.010
C -0.07627 5.22874 -1.54684  0.086
C -0.21577 4.97194 -0.15200  0.163
C -0.39906 3.69130 0.35171  -0.002
C -0.41460 2.59454 -0.49679  0.117
H 0.23399 -3.26003 -5.72581  0.005
H 0.23108 -3.67367 -3.28529  0.002
H -0.04433 -1.81945 -1.72714  0.034
H -0.31572 0.93056 -5.04986  -0.001
H -0.04249 -0.96792 -6.61036  0.000
H -0.00610 4.33443 -3.49140  -0.001
H 0.05945 6.24376 -1.89327  0.004
H -0.16651 5.81006 0.53295  0.001
H -0.47773 3.54802 1.42444  0.007
C 0.71887 -5.19090 0.69158  0.000
Te 1.22319 -3.10803 0.83594  0.000
C -0.08080 -3.14410 2.53434  0.000
C -0.15090 -4.58712 2.95775  0.000
C -0.60892 -4.94190 4.22391  0.000
C -0.66684 -6.27230 4.60578  0.000
C -0.26656 -7.26452 3.72083  0.000
C 0.18581 -6.91897 2.45790  0.000
C 0.24699 -5.58365 2.06838  0.000
H 1.58965 -5.76284 0.37752  0.000
H -0.07381 -5.32505 -0.04449  0.000
H -1.05376 -2.74836 2.24574  0.000
H 0.33754 -2.50043 3.30404  0.000
H -0.91450 -4.16596 4.91555  0.000
H -1.01640 -6.53460 5.59605  0.000
H -0.30049 -8.30515 4.01678  0.000
H 0.50275 -7.69150 1.76690  0.000
F -1.80446 -1.22001 -0.24359  0.002
P -3.39057 -0.53484 0.01741  0.001
F -3.45257 -1.35580 1.35976  0.000
F -2.51186 0.65838 0.82405  -0.002
F -3.09018 0.31843 -1.32529  -0.001
F -4.74036 0.21594 0.27597  0.000
F -4.00604 -1.70988 -0.82967  0.000

Forces on the atoms, in the same order (eV/Å):
Sc 0.068 -0.929 0.253
O -0.046 -0.028 -0.070
P 0.197 0.058 -0.075
O 0.018 -0.048 0.026
O -0.053 0.440 0.041
O -0.020 -0.092 -0.033
P 0.024 0.034 0.121
O -0.021 0.008 -0.017
O -0.033 -0.022 -0.042
O -0.033 0.241 -0.020
H 0.012 0.014 0.070
H 0.031 -0.010 0.007
C -0.001 0.004 0.005
C 0.000 -0.006 -0.004
C -0.002 -0.033 -0.020
C -0.031 0.045 -0.048
C 0.003 -0.012 -0.006
C -0.004 0.003 0.007
N -0.011 0.093 -0.056
N 0.026 0.052 0.024
C -0.035 -0.124 -0.009
C -0.004 0.001 0.011
C -0.001 0.032 0.060
C 0.008 0.028 -0.104
C 0.034 0.007 -0.029
C -0.035 0.090 0.133
H -0.003 0.003 -0.004
H -0.002 -0.002 -0.008
H -0.008 0.033 0.005
H 0.000 0.004 0.009
H 0.001 -0.012 -0.003
H -0.002 -0.022 -0.006
H -0.001 0.007 0.021
H -0.001 0.004 -0.002
H -0.001 -0.017 -0.005
C -0.015 0.092 -0.020
Te -0.028 0.006 0.021
C 0.031 0.046 -0.078
C 0.002 0.014 0.048
C 0.001 -0.013 -0.024
C -0.003 0.006 0.013
C -0.003 -0.009 -0.003
C -0.005 0.026 0.000
C -0.006 -0.070 0.010
H -0.001 -0.011 0.021
H 0.013 -0.017 -0.012
H -0.010 -0.010 0.012
H -0.007 -0.012 0.009
H 0.001 0.006 -0.004
H 0.002 -0.003 -0.002
H -0.003 0.003 0.002
H 0.000 0.003 -0.003
F -0.002 0.014 -0.088
P 0.071 0.016 -0.105
F 0.001 -0.013 0.036
F -0.080 0.048 -0.053
F 0.022 0.033 -0.046
F -0.012 0.004 0.012
F -0.039 -0.003 0.018

## Properties
expectation value of S² = 0.828
multiplicity = 2
largest force on an atom = 1.0 eV Å⁻¹
E_tot = -4062.2865 hartree



[2]
One molecule with the formula C20H19FN4O2S in a non-equilibrium geometry. Source: the Open Molecules 2025 dataset; level of theory: ωB97M-V with the def2-TZVPD basis set.

Each line ends with the Mulliken charge.
Geometry (Å):
C -5.51709 -2.82040 0.46988  -1.524
C -4.30729 -2.02622 0.08562  0.911
C -3.92622 -1.93352 -1.24870  -0.961
C -2.81752 -1.19801 -1.60844  -0.418
C -2.07034 -0.53695 -0.64194  -0.534
C -2.41733 -0.63197 0.70504  1.590
C -3.54180 -1.37566 1.03968  -1.054
H -3.82061 -1.44944 2.08150  0.373
C -1.62210 0.04695 1.77965  -1.447
H -1.99763 1.05682 1.95377  0.293
H -1.70540 -0.50505 2.71265  0.539
H -0.57061 0.11815 1.51022  0.011
N -0.92372 0.20245 -1.04596  0.410
C -0.81344 1.53577 -0.90583  0.865
O 0.24511 2.13729 -1.06495  -0.771
C -2.05510 2.26995 -0.57495  -0.118
C -2.08333 3.51863 0.01208  -0.029
S -3.70461 4.00363 0.15887  0.108
N -4.22459 2.58929 -0.55346  -0.846
N -3.29219 1.81995 -0.86686  0.293
H -1.25661 4.11528 0.33581  0.423
C 0.21585 -0.55299 -1.53582  -1.306
H -0.14643 -1.47055 -2.00079  0.504
H 0.74874 0.06025 -2.26908  0.392
C 1.18912 -0.93681 -0.40903  0.706
O 1.37153 -2.08567 -0.06664  -0.683
N 1.78247 0.13034 0.15264  0.158
H 1.60803 1.04831 -0.24709  0.244
C 2.77857 0.00676 1.19764  -1.223
C 4.16206 0.25811 0.65562  0.380
C 4.87785 1.39399 1.00690  -0.392
C 6.13667 1.62629 0.48075  -0.530
C 6.66293 0.70837 -0.40842  0.354
C 5.96960 -0.42931 -0.78185  -0.592
C 4.71604 -0.64757 -0.24289  -0.283
H 4.15646 -1.52963 -0.51578  0.437
H 6.41278 -1.12372 -1.47779  0.432
F 7.88983 0.92847 -0.92677  -0.326
H 6.70588 2.50243 0.74810  0.425
H 4.45321 2.10391 1.70132  0.325
H 2.54667 0.71368 1.99959  0.468
H 2.70333 -1.01583 1.57977  0.413
H -2.53140 -1.11362 -2.64606  0.531
H -4.50679 -2.43707 -2.00710  0.405
H -5.39222 -3.86300 0.18038  0.346
H -5.69086 -2.77587 1.54161  0.357
H -6.39752 -2.43622 -0.04290  0.343

Forces on the atoms, in the same order (eV/Å):
C 0.001 -0.022 -0.031
C 0.038 0.081 0.083
C 0.131 0.056 -0.021
C 0.044 -0.028 0.124
C -0.396 -0.553 0.356
C 0.245 -0.056 -0.224
C -0.082 -0.016 -0.157
H -0.037 -0.026 0.126
C -0.021 0.003 -0.018
H 0.020 0.087 0.059
H 0.019 -0.007 0.064
H 0.078 0.031 0.053
N 0.033 -0.061 -0.151
C 0.080 -0.020 -0.155
O -0.085 0.202 0.021
C 0.244 1.520 0.640
C -0.334 -0.183 -0.080
S 1.055 -0.246 -0.031
N -1.672 0.369 0.057
N 0.135 -0.900 -0.626
H 0.292 0.086 0.034
C 0.411 -0.155 -0.104
H 0.077 0.126 0.089
H -0.074 -0.095 0.038
C -0.354 0.262 -0.351
O 0.073 -0.460 0.026
N 0.201 0.419 0.230
H -0.074 -0.193 -0.032
C 0.003 -0.172 0.012
C -0.049 0.053 0.144
C -0.066 -0.211 -0.046
C 0.261 -0.054 -0.190
C -0.132 0.057 0.110
C 0.146 0.095 -0.027
C 0.053 0.117 0.075
H -0.069 -0.127 -0.041
H 0.071 -0.059 -0.071
F -0.067 -0.019 0.022
H 0.083 0.079 0.003
H -0.058 0.074 0.081
H 0.046 -0.106 -0.012
H -0.018 0.198 0.054
H 0.031 0.035 -0.124
H -0.069 -0.054 -0.102
H -0.055 -0.084 0.021
H -0.056 -0.028 0.065
H -0.103 -0.017 0.010

## Properties
largest force on an atom = 1.7 eV Å⁻¹
E_tot = -1641.1108 hartree



[3]
C20H19I2N6OSSeSn as an isolated structure in a non-equilibrium geometry. Source: the Open Molecules 2025 dataset; level of theory: ωB97M-V with the def2-TZVPD basis set.

Each line ends with the Mulliken charge.
Geometry (Å):
Sn -1.63928 -0.73438 0.50569  0.869
I 4.68579 1.86294 3.84693  0.071
C 3.15679 0.90583 2.71298  -0.324
C 3.40238 -0.34257 2.06238  -0.195
C 2.47280 -0.82145 1.19179  -0.267
I 2.47840 -2.76160 0.28744  0.056
C 1.29531 -0.09415 0.90594  -0.027
O 0.40613 -0.63094 0.05182  -0.255
C 1.10991 1.11380 1.55907  1.095
C -0.06413 1.91656 1.09848  -1.681
N -1.44352 1.38740 1.37930  -0.090
C -1.65678 1.43580 2.85331  -1.117
C -1.04886 0.19940 3.52268  0.942
C -0.68307 0.25238 4.84802  -1.032
C -0.14861 -0.95932 5.32487  -0.189
C -0.08103 -2.13551 4.55221  -0.812
C -0.50988 -1.99999 3.24202  -0.189
N -0.98703 -0.86902 2.77249  0.001
C 2.04286 1.65617 2.43254  -0.571
H 4.31325 -0.90084 2.21721  0.482
H -0.01361 2.04682 -0.00092  0.193
H -0.09981 2.92467 1.52860  0.564
H -2.13330 2.07216 1.03091  0.293
H -2.70042 1.36312 3.08778  0.465
H -1.21585 2.36119 3.16812  0.421
H -0.80667 1.13719 5.42564  0.527
H 0.13837 -0.97179 6.42772  0.339
H 0.34503 -3.09175 4.94301  0.390
H -0.40315 -2.86536 2.61611  0.438
H 1.85313 2.65231 2.83238  0.452
Se -0.91240 -3.46432 -1.83417  -0.364
N -2.52513 -0.68835 -2.64036  0.198
C -2.90485 -0.30997 -3.84363  -0.330
C -2.66645 1.08558 -3.92106  -0.832
C -2.10139 1.35598 -2.68859  -0.453
N -2.02006 0.32435 -1.90241  0.003
H -2.32827 -1.61431 -2.24183  0.099
H -3.27909 -0.96181 -4.58765  0.501
H -2.74717 1.78250 -4.71059  0.417
H -1.68743 2.35636 -2.44365  0.410
S -0.64674 -3.17599 -3.97440  -0.203
C 0.31494 -1.78712 -4.26106  0.480
N 0.78269 -0.96042 -3.25200  0.267
C 1.41007 0.17254 -3.47057  0.165
C 1.59484 0.58738 -4.72480  -0.703
C 1.16301 -0.27007 -5.75925  -0.025
N 0.53909 -1.44125 -5.52107  -0.521
H 0.64669 -1.23068 -2.30045  -0.075
H 1.80408 0.55181 -2.53779  0.421
H 2.22809 1.51303 -4.98074  0.337
H 1.27033 0.06571 -6.83045  0.360

Forces on the atoms, in the same order (eV/Å):
Sn -0.063 -0.560 -0.651
I -0.426 -0.525 -0.228
C 1.406 -0.140 -0.254
C 0.231 1.053 0.803
C -1.195 -0.795 -0.700
I 0.513 0.699 0.459
C 0.452 -1.070 0.078
O -0.425 0.960 0.365
C -1.034 0.398 -0.732
C -0.760 1.223 -0.967
N -0.257 0.298 0.637
C 0.649 -1.582 -0.567
C -0.517 2.332 0.160
C 0.672 -2.358 -0.679
C -0.090 0.074 2.382
C 0.392 0.771 0.537
C 0.765 -1.245 1.276
N 0.106 -0.287 -1.088
C -0.305 -0.369 -0.034
H 0.073 0.087 0.265
H -0.021 -0.143 0.441
H 0.612 -0.058 -0.025
H 0.574 -0.548 -0.366
H -0.750 0.456 -0.075
H 0.032 0.402 0.826
H 0.122 0.403 0.437
H -0.188 -0.190 -1.662
H -0.524 1.088 -0.415
H -0.283 -0.093 -0.696
H 0.273 -0.301 0.082
Se 0.123 0.275 0.168
N 0.334 -0.451 1.303
C 0.149 2.250 -0.745
C 0.124 -2.115 0.519
C 0.685 3.130 -0.406
N 0.231 -0.980 0.570
H -0.390 -0.372 -0.413
H -0.271 -0.672 -0.325
H -0.369 0.236 -0.719
H -0.436 -0.909 0.306
S 0.230 -0.008 -0.323
C 0.011 0.765 1.048
N -1.217 -2.059 -0.887
C 0.705 -0.031 1.371
C 1.859 2.109 -2.349
C -0.895 -0.439 -0.300
N 0.746 1.455 -0.980
H -0.365 -0.682 1.020
H 0.054 0.807 -0.258
H -1.328 -1.557 0.543
H -0.014 -0.730 1.249

## Properties
total charge = +1
largest force on an atom = 3.7 eV Å⁻¹
E_tot = -4786.4246 hartree



Number 1: M 778.8 g mol⁻¹. Number 2: M 398.5 g mol⁻¹. Number 3: M 843.0 g mol⁻¹.